(1)
Molecular formula: C27H30N4O2STc
Method: DFT, ωB97M-V/def2-TZVPD

Each line ends with the Mulliken spin population.
CARTESIAN COORDINATES (ANGSTROEM)
H -1.49674 0.92203 -0.05765  -0.062
C 0.33644 -1.32202 -0.01264  0.019
H -1.06168 -1.15383 -2.38014  0.001
C -0.88558 -2.22196 -2.48612  0.012
C -0.48434 -4.93942 -2.78429  0.001
C -1.77544 1.87066 -0.49039  0.053
H -1.02683 -2.15638 -4.62314  0.000
C -3.05036 2.37862 -0.27935  0.007
H 1.42378 2.26334 4.16649  -0.001
H -0.68888 -4.59352 -4.88970  0.000
C -0.86921 2.58030 -1.25232  0.017
S 1.30082 1.48025 1.64846  0.022
H 2.12867 0.49057 6.00270  0.001
C -0.76779 -2.33370 0.03174  -0.060
O -4.95237 5.38036 -0.99856  -0.001
H 1.09615 3.39585 -2.80960  0.001
N 0.97209 -0.72814 3.19031  -0.003
C 0.30754 -0.57865 5.51931  0.001
C 2.65544 1.89759 -2.30080  0.025
H -1.20894 -4.10205 1.18476  -0.001
H -0.33228 -6.00470 -2.89576  0.000
C -1.21568 3.80956 -1.80074  -0.001
H -2.90597 -2.46646 0.20864  0.000
C -0.68170 -4.14883 -3.90352  0.001
C 3.97445 0.16585 -1.52873  0.008
C 3.66489 2.41304 -3.06037  0.007
H -2.19384 -1.19053 1.21084  0.001
H 0.88886 -1.19932 2.30353  0.002
C -0.87439 -2.78158 -3.75286  0.003
H 4.04894 -0.71094 -0.90017  -0.001
H 0.65670 1.43081 6.24409  0.000
C 1.13228 0.68934 5.60767  -0.002
H -0.31962 -5.01621 -0.65622  0.000
C -2.48341 4.31037 -1.58050  0.002
H -0.52639 4.40297 -2.38582  -0.001
C -3.41168 3.60041 -0.82242  -0.003
H 3.50579 3.30599 -3.65027  0.000
H 5.98991 0.08222 -2.25708  0.000
H 0.27828 -2.36148 4.28342  0.000
H 1.40097 -1.72485 0.08192  -0.004
C 5.05299 0.62091 -2.28807  0.000
H -0.54497 -2.78974 2.14173  -0.001
N 2.80118 0.79127 -1.53276  0.013
H -5.47496 2.64891 0.14503  0.000
C 1.16213 0.57599 3.13861  0.015
H 0.30067 -1.08785 6.48121  0.000
H 1.89473 -1.81667 4.72991  0.000
C -0.46717 -3.30252 1.18034  -0.001
C 4.90277 1.75143 -3.05351  -0.002
C -0.48507 -4.37521 -1.51175  -0.006
H -0.72396 -0.32997 5.26216  0.000
C -0.70130 -3.01259 -1.35133  -0.012
C -4.76073 4.26121 -0.63597  0.001
H -2.77952 5.26771 -1.98763  0.000
C -2.14013 -1.69123 0.23926  0.006
O -5.73594 3.55775 -0.02992  0.000
Tc 1.08239 0.27932 -0.37355  0.990
C 1.31372 2.51964 -2.20662  0.001
N 1.25849 1.27311 4.25847  0.012
C 0.89444 -1.48150 4.45236  0.000
H 5.72737 2.13199 -3.64246  0.000
N 0.45240 1.99753 -1.42597  -0.062
H -2.37168 -0.97281 -0.54485  0.000
H -3.73147 1.79902 0.33195  0.001
H 0.52476 -3.75129 1.09865  -0.001

Values from the calculation:
- molecular weight (g/mol) = 572.63
- energy relative to the best compared isomer or geometry (same formula, charge and spin) (kJ/mol) = 63.0
- net charge = +2
- frontier orbital gap (spin up / spin down) (eV) = 6.363 / 6.369
- E_LUMO (spin up / spin down) (eV) = -7.52 / -7.55
- 2S+1 = 2

---

(2)
Molecular formula: C27H30N4O4
Method: DFT, ωB97M-V/def2-TZVPD

Each line ends with the natural charge from an NBO analysis.
CARTESIAN COORDINATES (ANGSTROEM)
C -0.58071 3.23751 -0.00598  0.378
C 1.75808 -0.06579 -1.35804  0.721
H 3.29991 1.21555 -0.57781  0.245
C 2.84122 0.98200 -1.54028  -0.500
C -1.40821 4.88854 1.49537  -0.149
C 5.85275 -1.63248 1.14482  -0.198
C 3.58028 -0.81430 1.26019  -0.018
C -3.07440 -1.07505 0.68591  -0.066
C -2.62936 2.92579 0.94773  0.046
N 0.34451 2.69679 -0.88643  -0.637
C -5.51357 -1.63783 -0.55466  0.371
H -0.64248 -0.61674 -0.48164  0.431
H 1.87168 0.48958 1.38858  0.217
H -1.59244 -1.37932 2.21876  0.233
H 1.63407 1.99732 -3.01126  0.236
C 5.65432 -2.11507 -0.14389  -0.030
H 6.48481 -3.00014 -1.91085  0.215
C -7.52033 -2.88602 -0.84134  -0.253
C -2.55244 4.11651 1.64796  -0.286
H 6.97138 -3.77359 -0.39993  0.223
H -3.50506 -2.77121 1.91094  0.214
N 2.11693 -1.16072 -0.67148  -0.442
H 0.04679 1.82366 -1.32174  0.447
C -5.06216 -2.42919 0.49448  -0.331
H 4.21380 -2.30142 -1.72070  0.208
H -1.30396 5.82510 2.02340  0.218
H -8.38509 -2.83652 -1.50131  0.199
C 4.83549 -0.99702 1.82915  -0.183
C -1.74027 -0.77925 1.31856  -0.241
C 1.19842 -2.28203 -0.54516  -0.306
C 6.75702 -2.81661 -0.87483  -0.626
H -2.92930 0.54670 -0.70392  0.232
C -4.73010 -0.56375 -0.98241  -0.265
H 3.14993 2.83406 -2.59631  0.239
O -6.68735 -1.81995 -1.22400  -0.511
H -3.49406 2.27905 1.02836  0.200
H 2.88429 0.44523 2.83943  0.222
N -1.67283 2.49180 0.14330  -0.484
O 2.11498 4.12431 -0.70045  -0.608
O 0.25023 -2.78802 1.61907  -0.639
H -7.85281 -2.78499 0.19709  0.175
H -5.09280 0.04008 -1.79926  0.219
C 1.59573 3.14366 -1.18614  0.690
H 3.61934 0.54155 -2.16981  0.244
H 1.78195 -3.18630 -0.36620  0.234
H 5.01221 -0.63512 2.83128  0.213
H -1.66901 0.28512 1.56576  0.212
C 3.38651 -1.29471 -0.03406  0.130
C 0.20567 -2.10246 0.61696  0.667
C 2.31248 2.26084 -2.19842  -0.493
H -7.02268 -3.85276 -0.97068  0.175
C 4.40725 -1.93653 -0.72162  -0.179
H -3.35904 4.43013 2.29110  0.221
H 0.63637 -2.37521 -1.47940  0.233
C -3.84882 -2.14474 1.10084  -0.174
N -0.66622 -1.11082 0.40321  -0.621
C -0.39965 4.45241 0.65851  -0.283
O 0.63061 0.05961 -1.83094  -0.695
H -5.63964 -3.26882 0.84812  0.217
C -3.52672 -0.28920 -0.37114  -0.206
H 0.50305 5.01989 0.51215  0.260
H 1.82347 -0.91022 2.45376  0.250
C 2.47856 -0.15118 2.02631  -0.646
H 7.66899 -2.22284 -0.85066  0.221
H 6.81635 -1.75985 1.61578  0.213

Values from the calculation:
- molecular weight (g/mol) = 474.56
- energy relative to the best compared isomer or geometry (same formula, charge and spin) (kJ/mol) = 40.8
- net charge = 0
- frontier orbital gap (eV) = 8.930
- SMILES = COc1ccc(CNC(=O)CN(C(=O)CCC(=O)Nc2ccccn2)c2cc(C)ccc2C)cc1
- E_LUMO (eV) = 0.62

---

(3)
Molecular formula: C27H30N4O5
Method: DFT, ωB97M-V/def2-TZVPD

Each line ends with the natural charge from an NBO analysis.
CARTESIAN COORDINATES (ANGSTROEM)
H -4.84277 -2.75313 -2.45008  0.191
H -0.36634 4.35228 2.23277  0.217
C 1.97158 -0.53168 -2.41785  0.324
H -0.63535 -2.33202 -1.21172  0.227
H 5.47195 -1.05244 -2.52749  0.206
H 2.58541 1.38128 -1.62726  0.223
C -2.32649 1.60119 0.35417  0.671
H 4.67294 -2.83837 -0.97923  0.243
N -3.64408 -1.49043 -3.51127  -0.412
H 4.54446 -0.06417 -1.39666  0.236
C 0.76118 -1.03457 2.24560  -0.316
H 5.79574 0.68045 -2.40762  0.216
C -3.47024 3.77210 2.98693  -0.408
H -1.51428 5.35265 4.06894  0.197
C 5.01706 -0.07670 -2.37689  -0.647
H -2.40341 -0.15244 -4.41619  0.193
H 1.72124 -5.94844 -1.28266  0.208
C -2.33765 3.40870 2.01261  -0.065
H -1.56467 0.83827 -2.29653  0.249
C -2.75667 -0.51300 -3.45935  0.032
H 0.74453 -1.32241 3.30357  0.227
C 1.03367 -1.56127 -2.29445  -0.258
C -2.27942 0.03403 -2.27756  -0.216
H -2.39597 1.33093 2.37102  0.429
O 1.79979 -4.17985 -0.22323  -0.407
H -2.74457 2.63103 4.67287  0.197
H 3.65589 1.23290 -3.45468  0.170
C -4.11354 -1.95748 -2.36749  0.026
C 0.06978 -1.52032 -1.31319  -0.207
C -1.02518 3.68253 2.78239  -0.415
H -0.49811 2.73821 2.93110  0.205
N -0.95453 -0.40287 0.60127  -0.476
O 2.88543 -0.69158 -3.40483  -0.493
H -4.13159 -1.89781 -0.22347  0.215
H 1.46093 -0.20044 2.12153  0.260
C -2.31221 0.05317 0.25972  -0.115
N -2.42871 2.01730 1.62454  -0.621
H -4.32568 3.10967 2.86458  0.218
C -0.65169 -0.57144 1.90209  0.686
H 0.70887 -2.94564 1.34452  0.410
C 2.41449 -2.00585 0.72409  0.645
H -3.39384 4.21273 5.12983  0.213
C -3.71533 -1.48134 -1.12921  -0.245
N 1.26246 -2.10827 1.43206  -0.609
C 2.70705 -3.17845 -0.10855  0.156
H -0.73912 4.01503 4.92571  0.212
O -1.46391 -0.37227 2.79596  -0.659
C 0.02182 -0.44395 -0.43255  0.181
H -3.79846 4.79511 2.80182  0.207
H -2.39770 3.98302 1.08527  0.237
C 0.91910 0.60118 -0.57770  -0.212
C 3.80252 -3.45241 -0.88541  -0.237
H 1.09286 -2.39213 -2.97956  0.231
O 3.14212 -1.03084 0.76666  -0.620
C 3.99241 0.18967 -3.47558  -0.062
O -2.23681 2.33727 -0.60505  -0.630
C 2.31425 -5.08017 -1.07136  0.111
C -2.76825 -0.46342 -1.07410  -0.025
H 0.86218 1.45165 0.08519  0.225
H 4.43038 -0.00688 -4.45807  0.195
H 4.18057 -5.21641 -2.19069  0.235
C 1.89196 0.56003 -1.55803  -0.286
C 3.54375 -4.69043 -1.51003  -0.314
H -2.96789 -0.34232 1.04545  0.239
C -2.83040 3.67535 4.36897  -0.405
C -1.44348 4.26590 4.13438  -0.401

Values from the calculation:
- molecular weight (g/mol) = 490.56
- energy relative to the best compared isomer or geometry (same formula, charge and spin) (kJ/mol) = 236.1
- net charge = 0
- frontier orbital gap (eV) = 9.012
- SMILES = CCOc1ccc(N(C(=O)CNC(=O)c2ccco2)[C@@H](C(=O)NC2CCCC2)c2ccncc2)cc1
- E_LUMO (eV) = 0.57

---

| no. | E_tot (a.u.) |
| --- | --- |
| 1 | -1894.816270 |
| 2 | -1566.942752 |
| 3 | -1642.135209 |